1.
52
Properties=species:S:1:pos:R:3:mulliken_charge:R:1 method="wB97M-V/def2-TZVPD" orbital_gap_ev=6.920 homo_ha=-0.302 energy_ev=-495355.5610
C 4.074 -0.535 0.540 -1.482
C 3.126 -0.352 -0.679 -0.492
I 4.427 0.254 -2.319 0.060
C 2.023 0.716 -0.456 -1.044
I 2.555 2.256 0.999 0.115
C 0.645 0.169 -0.155 0.386
C -0.427 1.001 -0.442 -0.199
C -1.757 0.670 -0.186 -0.775
P -3.230 1.831 -0.564 0.264
S -3.527 1.887 -2.475 -0.365
C -2.011 -0.587 0.343 1.330
C -0.942 -1.442 0.640 0.020
C 0.355 -1.065 0.415 0.534
F 1.343 -1.899 0.755 -0.404
C -1.529 -2.735 1.213 -0.138
O -0.952 -3.606 1.790 -0.482
N -2.924 -2.663 0.865 -0.128
Cl -3.117 -3.548 -0.610 -0.017
C -3.312 -1.272 0.741 -0.109
O -4.398 -0.823 0.961 -0.490
H 4.837 0.248 0.498 0.532
H 4.615 -1.490 0.473 0.333
H 3.531 -0.545 1.491 0.380
H 2.741 -1.334 -0.954 0.631
H 1.936 1.276 -1.392 0.774
H -0.229 1.974 -0.891 0.471
H -4.337 1.318 0.157 0.125
H -3.058 3.122 -0.073 0.099
Br -6.801 2.028 -2.227 -0.132
C -7.758 0.374 -2.618 -0.563
C -7.025 -0.836 -2.098 -0.510
Br -5.511 -1.303 -3.227 -0.123
H -7.916 0.349 -3.691 0.370
H -8.718 0.478 -2.114 0.336
H -7.673 -1.710 -2.120 0.363
H -6.638 -0.699 -1.092 0.266
Br 8.199 -1.785 0.902 -0.141
C 8.933 -1.978 -0.891 -0.566
C 7.918 -1.616 -1.942 -0.522
Br 6.601 -3.027 -2.177 -0.115
H 9.291 -2.999 -0.978 0.382
H 9.779 -1.295 -0.927 0.347
H 8.397 -1.508 -2.913 0.342
H 7.369 -0.708 -1.708 0.240
Br -0.254 1.172 4.723 -0.125
C -0.485 2.995 4.081 -0.512
C -1.783 3.152 3.335 -0.761
Br -1.656 2.365 1.538 0.117
H 0.386 3.229 3.475 0.195
H -0.480 3.615 4.975 0.389
H -2.009 4.207 3.178 0.384
H -2.625 2.676 3.830 0.412

***

2.
68
Properties=species:S:1:pos:R:3:mulliken_charge:R:1 method="wB97M-V/def2-TZVPD" orbital_gap_ev=7.280 homo_ha=-0.284 energy_ev=-75617.8182
Zr -1.652 -1.559 -0.242 0.539
C 2.825 1.228 2.712 -1.720
C 2.316 1.466 1.312 1.457
C 3.149 2.506 0.572 -1.645
O 0.954 1.881 1.371 -0.304
C 0.275 1.385 0.225 -0.601
C 1.326 0.413 -0.429 -0.521
O 2.274 0.237 0.614 -0.358
C 1.023 -0.980 -1.025 3.577
O 0.332 -1.772 -0.095 -0.991
C 2.378 -1.604 -1.377 -0.431
C 3.148 -1.082 -2.411 -0.188
C 4.383 -1.635 -2.711 -1.024
C 4.853 -2.722 -1.986 -0.531
C 4.080 -3.252 -0.963 -0.836
C 2.844 -2.694 -0.659 -0.513
C 0.155 -0.934 -2.289 -0.776
C -0.451 -2.139 -2.669 -0.261
C -1.314 -2.187 -3.761 -0.609
C -1.560 -1.044 -4.499 -0.634
C -0.946 0.149 -4.139 -0.918
C -0.102 0.206 -3.043 0.014
C -1.180 1.009 0.621 3.953
O -1.786 0.428 -0.511 -0.970
C -1.407 0.000 1.763 -2.193
C -0.412 -0.694 2.445 0.884
C -0.758 -1.621 3.426 -1.061
C -2.085 -1.876 3.722 -0.641
C -3.087 -1.216 3.024 -0.761
C -2.756 -0.278 2.059 0.334
C -1.873 2.327 0.984 -0.811
C -1.709 2.907 2.238 -0.240
C -2.321 4.115 2.530 -0.988
C -3.102 4.752 1.574 -0.465
C -3.271 4.172 0.325 -0.831
C -2.658 2.961 0.031 -0.454
H 2.759 2.156 3.278 0.385
H 3.862 0.897 2.674 0.386
H 2.227 0.468 3.210 0.347
H 3.138 3.438 1.136 0.423
H 2.749 2.707 -0.421 0.303
H 4.176 2.152 0.474 0.360
H 0.118 2.199 -0.493 0.797
H 1.800 0.983 -1.235 0.349
H 2.779 -0.247 -2.997 0.351
H 4.976 -1.222 -3.517 0.426
H 5.816 -3.156 -2.222 0.393
H 4.437 -4.103 -0.397 0.430
H 2.231 -3.091 0.138 0.443
H -0.213 -3.052 -2.129 0.559
H -1.793 -3.120 -4.026 0.484
H -2.238 -1.078 -5.341 0.423
H -1.143 1.050 -4.705 0.462
H 0.331 1.158 -2.762 0.402
H 0.624 -0.555 2.181 0.507
H 0.021 -2.161 3.948 0.496
H -2.340 -2.613 4.471 0.411
H -4.127 -1.435 3.227 0.477
H -3.535 0.250 1.522 0.538
H -1.100 2.408 2.982 0.410
H -2.191 4.561 3.508 0.418
H -3.584 5.693 1.805 0.403
H -3.888 4.659 -0.420 0.438
H -2.793 2.485 -0.932 0.414
S -4.965 -4.744 -0.528 -0.210
C -3.795 -3.618 -0.431 0.278
S -3.885 -2.074 -1.284 -0.395
S -2.341 -3.852 0.548 -0.393

***

3.
16
Properties=species:S:1:pos:R:3:mulliken_charge:R:1 method="wB97M-V/def2-TZVPD" orbital_gap_ev=9.272 homo_ha=-0.310 de_lowest_ev=3.3443 energy_ev=-20137.4901
C -2.404 0.504 -0.186 -0.735
C -1.128 0.482 -0.545 -0.248
C -0.087 -0.482 -0.172 0.545
N -0.202 -1.701 0.188 -0.435
O -1.482 -2.145 0.156 -0.377
N 1.227 0.049 -0.227 -0.127
C 1.502 1.197 0.607 -0.892
S 2.489 -1.128 -0.250 -0.191
H -3.104 1.246 -0.512 0.299
H -2.730 -0.265 0.534 0.242
H -0.813 1.203 -1.265 0.413
H -1.343 -3.064 0.406 0.386
H 2.408 1.663 0.227 0.312
H 0.724 1.943 0.466 0.398
H 1.649 0.972 1.649 0.289
H 3.293 -0.474 -1.077 0.121